#A
DFT (ωB97M-V/def2-TZVPD) results for C4H11N2O as an isolated structure.

Positions of all 18 atoms, in Å:
C: -0.22898 0.61644 -0.14753
C: 0.82186 0.35733 0.90560
C: 2.06872 -0.34015 0.32980
N: 2.63129 0.45489 -0.71878
N: -1.50248 0.80833 0.24629
C: -2.48215 -0.35144 -0.24371
O: -2.13546 -1.46037 0.26624
H: -0.44149 -0.43558 -0.85890
H: 0.17190 1.43734 -0.74279
H: 1.16349 1.28043 1.36397
H: 0.43516 -0.26848 1.70121
H: 1.87082 -1.37983 0.05798
H: 2.77666 -0.32796 1.14813
H: 2.47275 -0.01556 -1.61929
H: -0.20508 -0.79036 -1.53295
H: -1.58640 0.71436 1.25212
H: -2.33041 -0.31142 -1.36323
H: -3.50020 0.01204 -0.04418

Results
- ⟨S²⟩ = 0.75
- multiplicity = 2
- net charge = 0
- HOMO energy (spin up / spin down) (eV) = -8.267 / -8.257
- frontier orbital gap (spin up / spin down) (hartree) = 0.255 / 0.249

Atomic partial charges in e from the natural (NBO) method, atoms 1 to 4: 0.08 -0.45 -0.30 -0.41

---

#B
DFT (ωB97M-V/def2-TZVPD) results for one molecule with the formula C4H11N2O.

Positions of all 18 atoms, in Å:
O: -0.06524 -0.17424 -2.62355
C: -0.35537 -0.69097 -1.52985
N: -1.50659 -1.46703 -1.51229
C: 0.47362 -0.29303 -0.31864
N: 1.42845 0.81497 -0.82051
C: -0.02487 0.33758 2.26880
C: -0.48652 0.44558 0.72271
H: -1.74523 -1.92977 -0.68978
H: -2.07920 -1.54122 -2.42908
H: 0.95790 -1.06839 0.32610
H: 1.28682 1.03498 -1.80118
H: 2.39077 0.34222 -0.60403
H: 1.31168 1.66321 -0.25928
H: 0.86896 0.82395 2.38316
H: 0.26980 -0.69694 2.63128
H: -0.74409 0.95009 2.89736
H: -1.55443 -0.04538 0.94045
H: -0.42645 1.49439 0.41834

Results
- ⟨S²⟩ = 0.75
- multiplicity = 2
- net charge = 0
- HOMO energy (spin up / spin down) (eV) = -3.339 / -10.639
- frontier orbital gap (spin up / spin down) (hartree) = 0.147 / 0.410

Atomic partial charges in e from the natural (NBO) method, atoms 1 to 4: -0.64 0.65 -0.82 -0.26

---

#C
DFT (ωB97M-V/def2-TZVPD) results for one molecule with the formula C4H11N2O.

Positions of all 18 atoms, in Å:
C: -0.16800 -1.14627 0.18609
C: -1.39167 -0.61686 -0.57608
C: -1.85994 0.76064 -0.06723
O: -3.12951 1.12767 -0.30140
N: 1.09088 -0.63932 -0.29917
C: 1.94763 -0.09598 0.71052
N: 3.04163 0.61706 0.07907
H: -0.21344 -2.23611 0.15380
H: -0.34179 -0.87577 1.23687
H: -2.20710 -1.30144 -0.47677
H: -1.13749 -0.52571 -1.62643
H: -1.11754 1.51774 -0.36089
H: -1.79420 0.73249 1.03542
H: 0.97257 0.08174 -0.98970
H: 2.28978 -0.88317 1.40566
H: 1.42753 0.58628 1.38741
H: 3.47947 0.01303 -0.61234
H: 3.77736 0.77920 0.75755

Results
- ⟨S²⟩ = 0.75
- multiplicity = 2
- net charge = 0
- HOMO energy (spin up / spin down) (eV) = -8.982 / -8.971
- frontier orbital gap (spin up / spin down) (hartree) = 0.368 / 0.278

Atomic partial charges in e from the natural (NBO) method, atoms 1 to 4: -0.21 -0.44 -0.13 -0.27

---

#C is favored, and the nearest alternative lies 36.6 kcal/mol above it.

---

#A
DFT (ωB97M-V/def2-TZVPD) results for an isolated ion of composition C5H11NO and charge +1.

Positions of all 18 atoms, in Å:
O: -2.40556 1.27286 1.21040
C: -1.27457 0.92337 1.47406
C: -0.22286 0.79857 0.35501
C: -0.42997 -0.33914 -0.58863
C: 0.58931 -0.20084 -1.74546
C: -0.23535 -1.77197 0.12333
N: 1.12855 0.91511 0.90545
H: -0.83344 0.72873 2.53617
H: -0.34149 1.73552 -0.27700
H: -1.40228 -0.29343 -0.97456
H: 1.70001 -0.39805 -1.45095
H: 0.29773 -1.00180 -2.48616
H: 0.57534 0.89380 -2.07039
H: -0.52407 -1.60102 1.29528
H: 0.94940 -1.78897 0.48783
H: -0.46461 -2.61862 -0.56676
H: 1.23181 1.61725 1.61530
H: 1.66205 1.12864 0.15708

Results
- ⟨S²⟩ = 0.76
- multiplicity = 2
- net charge = +1
- HOMO energy (spin up / spin down) (eV) = -14.706 / -14.554
- frontier orbital gap (spin up / spin down) (hartree) = 0.320 / 0.174

Atomic partial charges in e from the natural (NBO) method, atoms 1 to 4: -0.10 0.45 -0.10 -0.24

---

#B
DFT (ωB97M-V/def2-TZVPD) results for an isolated ion of composition C5H11NO and charge +1.

Positions of all 18 atoms, in Å:
C: -1.51937 -0.38100 0.62068
N: -0.45592 0.48086 0.38111
C: -0.52752 1.86198 0.75609
C: 0.65801 -0.71975 -1.76052
C: 0.72792 -0.07275 -0.29021
C: 1.25970 -1.24169 0.63892
O: 1.30572 -2.46477 0.43973
H: -1.27852 -1.34471 0.10239
H: -2.41549 -0.17558 0.00303
H: -1.85478 -0.45573 1.73574
H: -1.26006 2.56564 0.34269
H: -0.30010 2.08460 1.83696
H: 0.50975 2.42150 0.34450
H: -0.24600 -1.25806 -2.10534
H: 0.80991 0.15330 -2.52164
H: 1.52397 -1.30438 -1.87942
H: 1.48524 0.74644 -0.30244
H: 1.57756 -0.89591 1.65775

Results
- ⟨S²⟩ = 0.76
- multiplicity = 2
- net charge = +1
- HOMO energy (spin up / spin down) (eV) = -14.583 / -14.644
- frontier orbital gap (spin up / spin down) (hartree) = 0.395 / 0.254

Atomic partial charges in e from the natural (NBO) method, atoms 1 to 4: -0.50 -0.03 -0.50 -0.61

---

#C
DFT (ωB97M-V/def2-TZVPD) results for a 2-piece molecular cluster, C5H11NO overall.

Positions of all 18 atoms, in Å:
C: -0.85528 2.97041 0.34934
C: -0.94141 1.69727 0.75736
N: -0.39023 0.53273 0.18114
C: -0.10213 -0.67509 0.96317
C: 0.35115 -3.04935 0.16443
C: -0.46565 -1.94971 0.13536
H: -0.21416 3.29165 -0.41105
H: -1.25316 3.72950 0.93330
H: -1.27341 1.29878 1.70772
H: 0.25440 0.70334 -0.59690
H: -0.68458 -0.66998 1.92936
H: 1.04170 -0.75477 1.06378
H: 0.48164 -3.84166 -0.54516
H: 1.17836 -3.10858 0.81870
H: -1.21819 -1.85331 -0.63295
H: 2.48467 0.13527 -2.31363
H: 1.66755 1.18274 -1.53465
O: 1.54334 0.27459 -1.98806

Results
- ⟨S²⟩ = 0.78
- multiplicity = 2
- net charge = +1
- HOMO energy (spin up / spin down) (eV) = -13.540 / -13.517
- frontier orbital gap (spin up / spin down) (hartree) = 0.370 / 0.222

Atomic partial charges in e from the natural (NBO) method, atoms 1 to 4: -0.17 0.02 -0.29 -0.29

---

#C is favored, and the nearest alternative lies 3.9 kcal/mol above it.

---

#A
DFT (ωB97M-V/def2-TZVPD) results for a 2-piece molecular cluster, C5H11NO overall.

Positions of all 18 atoms, in Å:
C: -0.97815 2.17171 -0.19776
C: -0.05996 1.18420 -0.47202
N: 0.42194 0.42098 0.49872
C: 1.66143 -0.34948 0.37313
C: 0.57287 -2.10213 -0.97323
C: 1.33231 -1.84484 0.07082
H: -1.31401 2.41724 0.80161
H: -1.38753 2.86551 -0.92305
H: 0.37219 1.05871 -1.45362
H: 0.33043 0.83806 1.42797
H: 2.29058 -0.16065 1.22311
H: 2.27032 0.03111 -0.45210
H: 0.24922 -3.12886 -1.12398
H: 0.37130 -1.48127 -1.83859
H: 1.75112 -2.42865 0.86941
H: -1.98697 -0.30770 0.52096
H: -3.18874 0.76288 0.60917
O: -2.70834 0.05317 1.03945

Results
- ⟨S²⟩ = 0.77
- multiplicity = 2
- net charge = +1
- HOMO energy (spin up / spin down) (eV) = -14.404 / -14.380
- frontier orbital gap (spin up / spin down) (hartree) = 0.382 / 0.253

Atomic partial charges in e from the natural (NBO) method, atoms 1 to 4: -0.17 0.05 -0.35 -0.29

---

#B
DFT (ωB97M-V/def2-TZVPD) results for an isolated ion of composition C5H11NO and charge +1.

Positions of all 18 atoms, in Å:
C: 0.62964 0.79045 2.37324
C: 0.23612 -0.53981 1.77020
N: -0.32017 -0.54905 0.41074
C: -0.05833 -1.76405 -0.35616
C: -0.33668 0.71188 -0.31465
C: -0.50682 0.59858 -1.83952
O: 0.34969 1.01820 -2.55792
H: 1.20904 1.43111 1.71156
H: -0.25079 1.35455 2.67380
H: 1.20003 0.58276 3.27633
H: 1.06365 -1.24804 1.78812
H: -0.55595 -1.02340 2.36322
H: 0.08512 -1.60299 -1.41950
H: 0.78237 -2.28926 0.08205
H: -0.91399 -2.44893 -0.30158
H: 0.58904 1.26839 -0.17413
H: -1.20894 1.30184 -0.00261
H: -1.46836 0.23587 -2.23572

Results
- ⟨S²⟩ = 0.75
- multiplicity = 2
- net charge = +1
- HOMO energy (spin up / spin down) (eV) = -14.631 / -14.616
- frontier orbital gap (spin up / spin down) (hartree) = 0.411 / 0.260

Atomic partial charges in e from the natural (NBO) method, atoms 1 to 4: -0.64 -0.26 0.05 -0.47

---

#B is favored, and the nearest alternative lies 13.3 kcal/mol above it.